DFT (wB97M-V/def2-TZVPD) results for 2 unconnected molecules or ions with the total composition C3H9N2O3.

Values from the calculation:
HOMO ... -14.1 eV
Total charge ... +1

Element x y z (Å)
H1 -2.755 -2.738 -2.209
O1 1.101 1.943 2.709
H2 -1.400 -2.961 -3.492
H3 1.053 -1.206 1.448
N1 -0.938 -0.840 -1.066
H4 -0.332 -0.511 1.402
C1 -1.653 -2.627 -2.473
H5 2.006 2.731 0.970
H6 1.617 0.602 -0.243
O2 -1.273 -1.281 -2.228
C2 1.529 1.915 1.436
O3 -0.992 -1.635 -0.133
H7 0.919 2.824 3.034
H8 -1.189 -3.433 -1.711
C3 1.278 0.768 0.796
H9 0.730 0.100 2.569
N2 0.637 -0.319 1.633

Atomic partial charges in e from the Mulliken method, atoms 1 to 8: 0.285 -0.551 0.283 0.344 0.349 0.312 -0.556 0.438

---

DFT (wB97M-V/def2-TZVPD) results for a gas-phase ion, C3H9N2O3S (charge +1).

Values from the calculation:
HOMO (alpha / beta) ... -12.6 / -12.6 eV
Total charge ... +1

Element x y z (Å)
S1 3.011 0.112 0.006
H1 -0.271 0.488 -1.369
H2 -1.868 1.859 0.383
C1 -1.272 -0.673 0.170
C2 -0.137 0.173 -0.296
H3 -2.320 -0.357 -1.421
H4 1.075 -0.999 0.686
H5 3.862 -2.173 0.558
N1 -0.908 2.238 0.445
N2 -2.553 -0.260 -0.410
H6 -1.597 -0.539 1.263
O1 3.264 0.114 -1.413
O2 3.411 -1.311 0.672
O3 1.118 -0.701 -0.222
H7 -3.161 -1.037 -0.114
H8 -0.815 3.231 0.768
H9 -0.988 -1.738 -0.008
C3 0.149 1.572 0.302

Atomic partial charges in e from the Mulliken method, atoms 1 to 8: 0.979 0.213 0.256 -0.832 0.662 0.259 0.464 0.395

---

DFT (wB97M-V/def2-TZVPD) results for 2 unconnected molecules or ions with the total composition C3H9N2OP.

Values from the calculation:
HOMO (alpha / beta) ... -6.9 / -6.9 eV

Element x y z (Å)
N1 -2.683 -0.098 -0.095
H1 -0.732 0.536 -1.780
C1 0.263 0.822 -1.447
P1 0.532 0.212 0.257
H2 2.296 0.579 1.843
H3 1.799 -1.730 -0.465
H4 0.050 -2.076 -0.346
O1 -3.883 -0.024 -0.368
H5 1.021 0.393 -2.103
H6 -2.597 0.035 1.866
H7 0.350 1.907 -1.447
H8 1.035 -1.978 1.122
C2 0.894 -1.577 0.122
H9 1.875 2.085 0.914
C3 1.871 1.005 0.949
N2 -2.093 -0.092 0.979

Atomic partial charges in e from the Mulliken method, atoms 1 to 8: 0.170 0.367 -1.017 0.849 0.280 0.371 0.317 -0.620

---

DFT (wB97M-V/def2-TZVPD) results for a gas-phase ion, C3H9N2OS (charge +1).

Values from the calculation:
HOMO ... -13.2 eV
SMILES ... C[C@]([NH3+])(O)C(N)=S
Total charge ... +1

Element x y z (Å)
H1 1.103 2.001 0.847
N1 0.158 1.483 0.694
C1 0.240 0.057 0.140
H2 0.482 0.423 -2.043
H3 -0.540 1.980 0.118
S1 -2.446 0.574 -0.291
H4 1.375 -0.854 -1.407
O1 0.888 -0.606 1.111
C2 -1.292 -0.489 -0.058
N2 -1.338 -1.797 0.052
C3 1.063 0.124 -1.212
H5 1.861 -0.571 0.926
H6 -0.728 -2.555 0.241
H7 -2.287 -2.032 0.201
H8 1.917 0.886 -0.942
H9 -0.455 1.377 1.623

Atomic partial charges in e from the Mulliken method, atoms 1 to 8: 0.397 -0.385 0.399 0.332 0.277 -0.317 0.460 -0.529

---

DFT (wB97M-V/def2-TZVPD) results for a gas-phase ion, C3H9N2OS (charge +1).

Values from the calculation:
HOMO ... -14.6 eV
Total charge ... +1

Element x y z (Å)
H1 2.838 -1.529 -0.083
O1 -1.252 -1.701 -1.042
C1 -2.365 0.735 -0.769
C2 -0.034 -0.095 0.413
C3 2.310 -0.535 -0.073
H2 0.537 -1.405 -1.015
S1 -1.718 -0.766 -0.009
H3 1.131 0.843 1.996
H4 -0.546 1.011 2.131
H5 2.709 0.018 -0.905
H6 -3.387 0.691 -0.842
N1 0.884 -0.701 -0.232
N2 0.257 0.972 1.549
H7 2.421 0.086 0.853
H8 -1.780 0.763 -1.750
H9 -2.007 1.614 -0.223

Atomic partial charges in e from the Mulliken method, atoms 1 to 8: 0.279 -0.623 -0.874 0.501 -0.750 0.382 0.540 0.220

---

DFT (wB97M-V/def2-TZVPD) results for 2 unconnected molecules or ions with the total composition C3H9N2S.

Values from the calculation:
HOMO ... -2.4 eV
Total charge ... -1

Element x y z (Å)
H1 3.704 1.982 -0.830
H2 -3.067 1.129 0.724
C1 3.404 1.019 -0.410
H3 -2.760 -0.651 -1.024
C2 -1.248 -1.137 0.429
C3 -2.402 -0.631 0.000
N1 -0.240 -1.603 -0.420
H4 0.215 -2.445 -0.135
S1 1.577 1.019 -0.197
H5 -0.975 -0.992 1.477
H6 3.637 0.266 -1.165
H7 0.461 -0.873 -0.680
H8 -4.206 -0.075 0.906
H9 3.903 0.843 0.542
N2 -3.225 0.145 0.898

Atomic partial charges in e from the Mulliken method, atoms 1 to 8: 0.184 0.211 -0.717 0.313 -0.136 -0.236 -0.536 0.228

---

DFT (wB97M-V/def2-TZVPD) results for 3 unconnected molecules or ions with the total composition C3H9N2S.

Values from the calculation:
HOMO (alpha / beta) ... 1.0 / 0.8 eV
Multiplicity ... 2
Total charge ... -2
<S²> ... 0.756

Element x y z (Å)
H1 -2.083 0.272 -2.946
H2 -0.728 -1.658 -1.396
H3 1.134 -1.776 -0.036
C1 -0.175 -0.058 0.352
H4 -4.183 -2.965 -1.221
S1 1.977 0.588 2.081
H5 0.460 -1.071 0.045
C2 -1.240 -0.706 -1.624
C3 0.879 0.988 0.750
H6 -0.761 -0.364 1.237
N1 -0.999 0.319 -0.809
H7 0.228 1.838 1.038
H8 1.538 1.407 -0.020
H9 -3.621 -2.567 -0.936
N2 -1.939 -0.724 -2.756

Atomic partial charges in e from the Mulliken method, atoms 1 to 8: 0.270 0.467 0.506 0.377 0.213 -0.820 -0.897 -0.093

---

DFT (wB97M-V/def2-TZVPD) results for a single C3H9N2S molecule.

Values from the calculation:
HOMO (alpha / beta) ... -9.2 / -9.0 eV
Multiplicity ... 2
<S²> ... 0.753

Element x y z (Å)
H1 0.227 1.237 0.647
H2 -1.218 -1.709 0.423
N1 -0.235 -0.242 -0.753
H3 -2.056 -1.234 -1.034
S1 3.190 1.143 0.939
H4 2.459 -0.421 -0.618
N2 -2.279 0.057 0.529
H5 0.705 -0.386 1.154
C1 0.636 0.285 0.288
H6 -1.814 0.367 1.373
C2 -1.447 -0.851 -0.222
H7 0.305 -0.903 -1.302
H8 1.966 1.250 -1.105
H9 -2.475 0.876 -0.037
C3 2.036 0.532 -0.281

Atomic partial charges in e from the Mulliken method, atoms 1 to 8: 0.218 0.419 -0.363 0.374 -0.097 0.327 -0.611 0.341

---

What did we get for ΔE to the lowest compared entry with this formula, charge and spin? Answer: 5.3508, 3.4831, 6.2489, 1.4222, 2.7595, 1.4161, 2.5661, 0.0340 eV, in the order shown.